# 1
{
  "formula": "C6H8NO2S",
  "method": "ωB97M-V/def2-TZVPD",
  "e_homo_ev": [-13.96, -13.96],
  "total_charge": 1,
  "homo_lumo_gap_ev": [7.2, 7.2],
  "lumo_ev": [-6.785, -6.785],
  "relative_energy_kcal_mol": 57.68,
  "total_energy_ha": -836.4500,
  "elements": ["C", "C", "C", "C", "C", "C", "N", "O", "O", "S", "H", "H", "H", "H", "H", "H", "H", "H"],
  "positions_angstrom": [[2.01756, 0.39447, -1.63012], [-1.38316, 1.44716, 2.83280], [0.43443, 0.26490, -1.65904], [0.26467, 0.83113, -0.11353], [-0.37847, -0.34731, 0.63818], [-0.03616, -1.56883, -0.28698], [-0.45446, -0.87223, -1.49318], [-2.38853, 1.70854, 3.27878], [-0.32073, 1.16388, 2.52021], [3.28667, -0.28296, -1.92871], [0.06370, 0.95282, -2.48672], [-0.67562, -1.59296, -2.35157], [1.20535, 1.10949, 0.24393], [-0.27693, 1.74094, 0.05673], [-0.05718, -0.49145, 1.62795], [-1.52516, -0.25739, 0.73329], [0.97056, -1.82262, -0.00913], [-0.74655, -2.37757, 0.02712]]
}



# 2
{
  "formula": "C6H8NPS",
  "method": "ωB97M-V/def2-TZVPD",
  "e_homo_ev": [-7.52, -7.53],
  "total_charge": 0,
  "homo_lumo_gap_ev": [6.4, 6.4],
  "lumo_ev": [-1.148, -1.135],
  "total_energy_ha": -1027.4943,
  "elements": ["C", "C", "C", "C", "C", "C", "N", "P", "S", "H", "H", "H", "H", "H", "H", "H", "H"],
  "positions_angstrom": [[-0.75818, 0.38302, -0.07953], [-0.62563, -0.99491, -0.06672], [1.91395, -0.25813, -0.07146], [3.89259, 1.68141, -0.05140], [-2.14697, 0.91640, 0.10151], [-1.74763, -2.01926, -0.07597], [0.18329, 1.23519, -0.07164], [3.63627, 0.01206, -0.01782], [1.04451, -1.60541, -0.00418], [4.79696, 2.16372, -0.35670], [3.25585, 2.43500, 0.23075], [-2.16819, 2.00211, 0.13369], [-2.91343, 0.54737, -0.64369], [-2.50095, 0.52833, 1.11290], [-1.24112, -2.90425, -0.41656], [-2.02395, -2.23197, 0.96859], [-2.59737, -1.89068, -0.69176]]
}



# 3
{
  "formula": "C6H8O2",
  "method": "ωB97M-V/def2-TZVPD",
  "e_homo_ev": -9.19,
  "smiles": "C1O[C@H]2CO[C@@H]3[C@H]1[C@@H]32",
  "total_charge": 0,
  "homo_lumo_gap_ev": 10.2,
  "lumo_ev": 1.024,
  "relative_energy_kcal_mol": 153.52,
  "total_energy_ha": -383.6655,
  "elements": ["C", "C", "C", "C", "C", "C", "H", "H", "H", "H", "H", "H", "H", "H", "O", "O"],
  "positions_angstrom": [[-1.56892, -1.04137, 0.07915], [-0.86313, 1.20743, 0.01024], [0.87764, 1.16137, -0.08840], [1.84913, 0.04808, -0.48426], [0.02971, -0.78965, 0.11824], [0.03908, 0.48106, 0.93154], [-1.93660, -0.96979, 1.15768], [-1.99795, -1.86332, -0.54880], [-1.09290, 2.22297, 0.23963], [1.43506, 2.12426, 0.16421], [1.85378, -0.17392, -1.54661], [2.93879, 0.25844, -0.35093], [0.06973, -0.49503, -0.95840], [0.15289, 0.40938, 1.96388], [-1.79567, 0.24713, -0.63551], [1.34519, -1.23644, 0.19554]]
}



# 4
{
  "formula": "C6H8O2",
  "method": "ωB97M-V/def2-TZVPD",
  "e_homo_ev": -9.09,
  "total_charge": 0,
  "homo_lumo_gap_ev": 10.1,
  "lumo_ev": 1.037,
  "relative_energy_kcal_mol": 174.34,
  "total_energy_ha": -383.6323,
  "elements": ["C", "C", "C", "C", "C", "C", "H", "H", "H", "H", "H", "H", "H", "H", "O", "O"],
  "positions_angstrom": [[0.71948, -1.58998, 0.66264], [0.21646, 0.35628, 0.54316], [-0.04772, 1.59793, -1.04581], [-0.52759, 0.17369, -1.30913], [-0.02767, -1.28863, -0.73292], [-1.00505, -0.38120, -0.04853], [0.03722, -2.47133, 1.15371], [1.82654, -2.09618, 0.63420], [0.99754, 0.27063, -0.16205], [-0.75146, 2.27241, -1.56389], [0.99725, 1.76552, -1.49548], [-1.25382, 0.04248, -2.18896], [-0.29133, -2.04570, -1.35936], [-2.08963, -0.62284, 0.27645], [0.57745, -0.51649, 1.57281], [-0.00742, 1.72606, 0.46330]]
}



# 5
{
  "formula": "C6H8O2",
  "method": "ωB97M-V/def2-TZVPD",
  "e_homo_ev": [-8.10, -8.40],
  "smiles": "C=C(O)C(=O)/C=C\\C",
  "total_charge": 0,
  "homo_lumo_gap_ev": [6.6, 7.1],
  "lumo_ev": [-1.515, -1.265],
  "relative_energy_kcal_mol": 115.10,
  "total_energy_ha": -383.7267,
  "elements": ["C", "C", "C", "C", "C", "C", "O", "O", "H", "H", "H", "H", "H", "H", "H", "H"],
  "positions_angstrom": [[-0.44391, -1.14733, 1.35818], [-0.90486, 0.76417, -1.06114], [0.64467, 0.83466, -0.35061], [-1.07857, -0.61322, -1.07217], [-0.12456, -1.10221, -0.10924], [0.99732, 1.43996, 0.80794], [1.58618, 0.84607, -1.35660], [-1.34834, 1.75405, -1.59769], [1.17180, 0.55371, -2.17947], [-1.67839, -1.20480, -1.75063], [0.53942, -1.91900, -0.41194], [1.96913, 1.90812, 0.91329], [0.32263, 1.46274, 1.64957], [0.45153, -1.19033, 1.97948], [-1.02073, -2.06795, 1.51808], [-1.08332, -0.31865, 1.66294]]
}



# 6
{
  "formula": "C6H8O2",
  "method": "ωB97M-V/def2-TZVPD",
  "e_homo_ev": -8.83,
  "smiles": "Cc1coc(C)c1O",
  "total_charge": 0,
  "homo_lumo_gap_ev": 9.5,
  "lumo_ev": 0.710,
  "relative_energy_kcal_mol": 59.24,
  "total_energy_ha": -383.8157,
  "elements": ["C", "C", "C", "C", "C", "C", "O", "O", "H", "H", "H", "H", "H", "H", "H", "H"],
  "positions_angstrom": [[1.18869, 1.15026, -0.29085], [0.36071, 0.87481, 0.71546], [-0.39582, -0.55298, 0.19118], [-0.03444, -0.61811, -1.06623], [0.25135, 1.35483, 2.02935], [-0.42405, -1.58416, -2.12288], [0.95218, 0.32562, -1.37106], [-1.27430, -1.20747, 1.01873], [1.95021, 1.92810, -0.37159], [-0.66640, 1.76720, 2.37481], [0.55485, 0.71680, 2.90356], [0.93724, 2.20677, 2.29951], [-0.70926, -2.65472, -1.95130], [-1.10133, -1.15834, -2.83495], [0.43336, -1.95316, -2.77450], [-2.02300, -0.59545, 1.25076]]
}



# 7
{
  "formula": "C6H8O2",
  "method": "ωB97M-V/def2-TZVPD",
  "e_homo_ev": -8.62,
  "total_charge": 0,
  "homo_lumo_gap_ev": 9.1,
  "lumo_ev": 0.469,
  "relative_energy_kcal_mol": 202.33,
  "total_energy_ha": -383.5877,
  "elements": ["C", "C", "C", "C", "C", "C", "H", "H", "H", "H", "H", "H", "H", "H", "O", "O"],
  "positions_angstrom": [[-0.58632, 1.56287, -0.25610], [0.30368, 0.49494, 0.48321], [-0.52668, -0.68970, 1.00679], [-1.10628, -1.29539, -0.31682], [1.16266, -0.49700, -0.46721], [1.67855, 0.83384, -0.08544], [-0.06780, 2.90139, -0.42003], [-1.42371, -0.36096, 1.46086], [-0.10262, -1.30374, 1.94772], [-2.17173, -0.74089, -0.34397], [-1.38535, -2.47384, -0.61873], [1.79956, -1.16571, 0.02653], [2.51573, 0.90762, 0.47557], [1.66283, 1.44140, -1.18837], [-1.79961, 1.34908, -0.45519], [0.04711, -0.96394, -1.24882]]
}



# 8
{
  "formula": "C6H8O3",
  "method": "ωB97M-V/def2-TZVPD",
  "e_homo_ev": -8.58,
  "smiles": "C1O[C@@H]2[C@@H]3COC[C@]23O1",
  "total_charge": 0,
  "homo_lumo_gap_ev": 9.4,
  "lumo_ev": 0.791,
  "relative_energy_kcal_mol": 184.60,
  "total_energy_ha": -458.8560,
  "elements": ["C", "C", "C", "C", "C", "C", "H", "H", "H", "H", "H", "H", "H", "H", "O", "O", "O"],
  "positions_angstrom": [[1.85537, 1.32865, -0.40982], [1.04300, -0.75096, 0.16588], [-0.56262, -0.95442, 0.92881], [-1.75348, -1.23172, 0.10857], [-0.89337, 0.56328, -0.72012], [0.08571, 0.29002, 0.51600], [1.55301, 1.89007, -1.33308], [2.82618, 1.39449, 0.05349], [1.59939, -1.00159, 1.22281], [-0.35081, -1.21869, 1.85758], [-2.72272, -0.65845, 0.65796], [-1.95838, -2.46305, 0.18852], [-1.62809, 1.38414, -0.39364], [-0.30673, 0.85047, -1.62150], [1.83991, -0.16006, -0.82001], [-1.43102, -0.61655, -1.06806], [0.80464, 1.35436, 0.66664]]
}



# 9
{
  "formula": "C6H8O3",
  "method": "ωB97M-V/def2-TZVPD",
  "e_homo_ev": [-6.40, -7.48],
  "total_charge": 0,
  "homo_lumo_gap_ev": [6.5, 8.1],
  "lumo_ev": [0.058, 0.637],
  "relative_energy_kcal_mol": 110.00,
  "total_energy_ha": -458.9749,
  "elements": ["C", "C", "C", "C", "C", "C", "O", "O", "O", "H", "H", "H", "H", "H", "H", "H", "H"],
  "positions_angstrom": [[0.22725, 1.97718, -0.39364], [0.08527, -0.27807, 2.26588], [0.19175, -0.86855, -1.44942], [-0.28549, -1.28691, -0.10837], [0.68016, 0.58144, -0.20614], [0.15372, -0.38221, 0.78685], [1.37420, 0.01174, -1.20052], [-0.69200, -0.36702, -2.36844], [-1.00600, -2.40930, 0.05831], [-0.21899, -0.31644, -3.20797], [-1.03795, -2.87294, -0.79378], [-0.68067, 1.95317, -1.01558], [0.02592, 2.44655, 0.57026], [0.98369, 2.57044, -0.91155], [-0.50602, 0.58654, 2.58392], [1.08596, -0.17642, 2.69941], [-0.38080, -1.16919, 2.69077]]
}



# 10
{
  "formula": "C6H8O3Se",
  "method": "ωB97M-V/def2-TZVPD",
  "e_homo_ev": [-5.92, -9.06],
  "total_charge": 0,
  "homo_lumo_gap_ev": [6.5, 8.5],
  "lumo_ev": [0.547, -0.591],
  "s_squared": 2.01,
  "spin_multiplicity": 3,
  "total_energy_ha": -2860.3197,
  "elements": ["C", "C", "C", "C", "C", "C", "O", "O", "O", "Se", "H", "H", "H", "H", "H", "H", "H", "H"],
  "positions_angstrom": [[1.93124, 0.59981, 0.05088], [0.58973, 1.35739, -0.16577], [-0.30452, 0.86088, 0.99694], [-1.28577, -0.26175, 0.98865], [-1.43041, -1.30677, -0.12653], [-0.00713, -0.20612, -1.79924], [-1.66949, 1.08347, 0.85676], [0.02484, 1.15282, -1.41981], [-0.90428, -2.52878, 0.06371], [1.66378, -0.91856, -1.05394], [2.71412, 1.18300, -0.25841], [2.09319, 0.28409, 1.00191], [0.73817, 2.43883, 0.14574], [-0.04094, 1.11921, 1.94019], [-1.46244, -0.63187, 1.94041], [-2.41407, -1.13447, -0.58965], [-0.25991, -0.53337, -2.78578], [0.02390, -2.55782, 0.21393]]
}